# 1
ORCA calculation (ωB97M-V/def2-TZVPD) on a cluster of 2 separate species, C2H3NO2S in total at a distorted geometry.

```
9
Properties=species:S:1:pos:R:3:forces:R:3
C -1.4034 -1.1713 0.5448 0.0814 0.1264 0.0061
C 0.5647 2.4771 0.6799 0.5683 1.0788 1.2722
N 0.5345 -0.9765 -1.0014 0.6646 -0.2006 -0.9806
O -0.4313 2.3314 0.1357 -0.9094 -0.5392 -0.9776
O 1.5072 2.7421 1.3080 0.2815 -0.4927 -0.3108
S -0.6120 -2.0914 -0.4846 -0.1973 1.2030 0.7160
H -2.2651 -1.5990 1.0254 -0.2750 -0.6784 0.1387
H 1.1131 -0.4409 -0.3539 -0.4698 -0.5942 -0.0493
H 0.9921 -1.2713 -1.8539 0.2558 0.0970 0.1854
```
Forces are in eV/Å.

Properties
- HOMO-LUMO gap (eV) = 8.95
- LUMO energy (eV) = 0.241
- calculated total energy (a.u.) = -681.35355
- charge = 0



# 2
ORCA calculation (ωB97M-V/def2-TZVPD) on the molecule C2H3NO2S2 at a distorted geometry.

```
10
Properties=species:S:1:pos:R:3:forces:R:3
O 1.1609 -1.9412 -0.3343 0.7146 0.3878 -0.5925
C 1.5393 -0.7978 -0.4167 0.0120 0.5161 1.5280
N 0.7166 0.2853 -0.3468 -1.8496 0.1470 -0.3056
C -0.7047 0.3928 -0.3259 0.7678 1.1951 0.0373
O -1.2637 1.4512 -0.4390 0.6016 1.2236 -0.2224
S -1.5826 -0.9998 -0.0786 -1.5949 -2.6127 0.0830
S -3.6106 -0.3396 -0.0256 0.5800 -0.0926 0.1592
H 2.5601 -0.3177 -0.3406 -0.0685 -1.4755 -0.4831
H 1.1391 1.1740 -0.2455 0.4450 0.9343 -0.1830
H -3.5509 0.8091 -0.7282 0.3921 -0.2232 -0.0208
```
Forces are in eV/Å.

Properties
- HOMO-LUMO gap (eV) = 9.34
- LUMO energy (eV) = 0.127
- calculated total energy (a.u.) = -1079.62078
- structure (SMILES) = O=CNC(=O)SS
- charge = 0



# 3
ORCA calculation (ωB97M-V/def2-TZVPD) on the molecule C2H3NO3 at a distorted geometry.

```
9
Properties=species:S:1:pos:R:3:forces:R:3
N -0.9526 -2.3887 0.6408 0.2410 1.1723 0.3375
C -0.5970 -1.2933 0.5271 -0.2374 0.5693 -1.3174
C 0.0163 0.0640 -0.0743 0.2759 -2.2377 1.3748
O 1.2179 -0.4908 -0.5526 -0.7277 0.0363 0.9245
O 0.1990 1.0232 0.8682 0.4271 1.2934 0.9321
O -0.7280 0.6613 -1.0277 -0.6328 1.5047 -1.0406
H 1.4609 -0.0319 -1.3380 0.3515 0.7040 -1.1003
H 0.1731 0.7946 1.7984 0.1075 -0.6456 -0.0474
H -0.7895 1.6616 -0.8419 0.1949 -2.3966 -0.0632
```
Forces are in eV/Å.

Properties
- HOMO-LUMO gap (eV) = 12.04
- LUMO energy (eV) = 0.342
- calculated total energy (a.u.) = -358.44976
- structure (SMILES) = N#CC(O)(O)O
- charge = 0